1.
ORCA calculation (ωB97M-V/def2-TZVPD) on C12H21Cl9F9KO17P2PtS3 as an isolated structure at a distorted geometry.

Results
Kohn-Sham gap (spin up / spin down): 7.4134 / 6.5748 eV
Electronic energy: -9386.0347 Ha
2S+1: 3
F_max: 5.7 eV/A
Highest occupied orbital energy (spin up / spin down): -10.4 / -10.4 eV

Cartesian coordinates (Å):
Pt  -4.839  2.400  0.523
K  -0.517  0.211  -0.321
C  -4.539  -2.315  1.395
F  -3.958  -2.996  0.411
F  -5.825  -2.062  1.046
F  -4.546  -3.060  2.473
S  -3.574  -0.697  1.798
O  -3.815  -0.540  3.237
O  -2.160  -0.964  1.487
O  -4.111  0.464  1.021
C  -0.940  5.164  1.288
F  -1.782  5.971  1.900
F  -0.817  5.524  -0.032
F  0.208  5.277  1.873
S  -1.467  3.280  1.255
O  -1.092  2.793  2.546
O  -2.897  3.137  0.968
O  -0.715  2.627  0.241
C  -2.830  2.981  -3.726
F  -3.283  2.741  -4.992
F  -1.507  2.899  -3.759
F  -3.229  4.173  -3.206
S  -3.515  1.556  -2.536
O  -4.337  0.654  -3.377
O  -2.342  0.830  -2.045
O  -4.331  2.201  -1.509
C  1.464  -4.859  -2.086
O  0.406  -4.398  -2.891
P  -0.601  -3.216  -2.463
O  0.032  -1.913  -2.042
O  -1.499  -3.051  -3.799
C  -2.174  -1.799  -4.004
O  -1.605  -3.887  -1.328
C  -1.179  -4.194  0.067
H  1.988  -3.963  -1.756
H  2.175  -5.440  -2.674
H  1.221  -5.434  -1.192
H  -2.006  -1.515  -5.042
H  -1.862  -1.040  -3.286
H  -3.247  -1.987  -4.040
H  -0.255  -3.809  0.499
H  -1.139  -5.246  0.350
H  -1.869  -3.778  0.800
C  5.520  2.924  -0.012
O  4.250  2.299  -0.282
P  3.897  0.804  0.282
O  2.527  0.336  -0.168
O  5.133  -0.127  0.016
C  5.212  -0.754  -1.189
O  3.837  1.169  1.879
C  2.576  1.105  2.568
H  5.492  4.007  -0.129
H  6.316  2.607  -0.686
H  5.793  2.832  1.039
H  5.639  -1.753  -1.098
H  5.765  -0.110  -1.874
H  4.237  -1.006  -1.606
H  2.681  1.822  3.382
H  2.485  0.185  3.145
H  1.630  1.339  2.081
C  -1.516  -0.963  5.273
Cl  -0.730  0.485  4.647
Cl  -2.910  -0.482  6.258
Cl  -0.483  -1.777  6.364
H  -1.911  -1.664  4.538
C  1.615  -3.547  2.965
Cl  2.922  -3.960  1.928
Cl  0.328  -4.776  3.024
Cl  0.894  -2.052  2.347
H  1.998  -3.337  3.964
C  1.919  4.275  -2.239
Cl  0.558  5.190  -2.929
Cl  3.243  5.479  -1.846
Cl  2.412  2.937  -3.394
H  1.583  3.793  -1.321

2.
ORCA calculation (ωB97M-V/def2-TZVPD) on C46H37AuBrClN4OP2 as an isolated structure.

Results
Kohn-Sham gap: 5.8544 eV
Electronic energy: -5921.5116 Ha
Net charge: +2
F_max: 0.2 eV/A
Highest occupied orbital energy: -12.2 eV

Cartesian coordinates (Å):
Au  0.273  0.074  0.436
C  3.131  0.071  2.084
C  2.089  -0.123  3.183
P  0.542  0.675  2.637
C  0.775  2.443  2.805
C  1.119  2.955  4.061
C  1.323  4.315  4.216
C  1.182  5.168  3.126
C  0.835  4.664  1.881
C  0.632  3.302  1.717
C  -0.797  0.134  3.692
C  -0.934  -1.230  3.963
C  -2.003  -1.677  4.721
C  -2.938  -0.769  5.203
C  -2.808  0.585  4.929
C  -1.740  1.043  4.171
P  2.484  -0.532  0.492
C  3.365  0.247  -0.843
C  4.198  -0.492  -1.680
C  4.899  0.159  -2.685
C  4.765  1.529  -2.852
C  3.930  2.265  -2.017
C  3.227  1.627  -1.013
C  2.591  -2.310  0.413
C  2.063  -2.946  -0.715
C  2.123  -4.325  -0.812
C  2.700  -5.069  0.210
C  3.227  -4.439  1.329
C  3.176  -3.057  1.434
H  4.080  -0.419  2.308
H  3.349  1.132  1.937
H  2.407  0.324  4.126
H  1.888  -1.181  3.364
H  1.214  2.299  4.918
H  1.588  4.712  5.186
H  1.342  6.230  3.252
H  0.722  5.332  1.037
H  0.357  2.912  0.744
H  -0.209  -1.945  3.588
H  -2.104  -2.731  4.943
H  -3.770  -1.120  5.800
H  -3.536  1.289  5.309
H  -1.642  2.099  3.956
H  4.307  -1.560  -1.549
H  5.551  -0.407  -3.336
H  5.313  2.030  -3.638
H  3.830  3.333  -2.154
H  2.570  2.200  -0.366
H  1.622  -2.362  -1.513
H  1.725  -4.819  -1.688
H  2.748  -6.147  0.130
H  3.688  -5.021  2.115
H  3.610  -2.580  2.304
Br  -7.602  0.069  -0.308
C  -6.589  -1.076  -1.427
C  -6.647  -2.445  -1.219
C  -5.934  -3.284  -2.059
C  -5.127  -2.751  -3.055
C  -5.098  -1.379  -3.276
C  -5.842  -0.538  -2.463
N  -4.464  -3.691  -3.920
N  -3.247  -3.652  -4.128
C  -2.390  -2.731  -3.425
C  -1.663  -1.821  -4.141
C  -0.769  -0.945  -3.506
C  -0.563  -1.001  -2.148
O  0.348  -0.188  -1.583
C  -1.277  -1.977  -1.388
N  -1.051  -2.036  -0.044
C  -1.647  -2.963  0.663
C  -2.517  -3.918  0.105
C  -2.783  -3.859  -1.232
C  -2.175  -2.861  -2.030
H  -7.269  -2.852  -0.433
H  -6.006  -4.359  -1.952
H  -4.530  -0.968  -4.099
H  -5.860  0.527  -2.656
H  -1.795  -1.770  -5.215
H  -0.211  -0.220  -4.085
H  -1.445  -2.974  1.728
H  -2.960  -4.676  0.735
H  -3.441  -4.585  -1.691
Cl  -3.402  2.995  -2.673
C  -3.188  2.081  -1.235
C  -4.256  1.798  -0.399
C  -4.029  1.024  0.727
C  -2.751  0.575  0.991
N  -1.725  0.876  0.185
C  -1.930  1.605  -0.917
H  -5.248  2.162  -0.634
H  -4.845  0.759  1.385
H  -2.533  -0.044  1.849
H  -1.082  1.778  -1.566

3.
ORCA calculation (ωB97M-V/def2-TZVPD) on an isolated ion of composition C3H8N2O2 and charge +1 at a distorted geometry.

Results
Kohn-Sham gap (spin up / spin down): 12.0356 / 6.1390 eV
Electronic energy: -378.7716 Ha
2S+1: 2
Net charge: +1
F_max: 2.0 eV/A
Highest occupied orbital energy (spin up / spin down): -15.2 / -15.0 eV
ΔE to the lowest compared entry with this formula, charge and spin: 27.1 kcal/mol

Cartesian coordinates (Å):
C  -0.692  -0.172  0.667
C  -1.084  -1.630  0.245
O  -2.420  -1.652  0.722
N  0.740  0.106  0.588
C  1.242  0.935  -0.454
N  0.467  2.032  -0.738
O  2.186  0.551  -1.080
H  -1.247  0.521  0.055
H  -0.908  -0.093  1.742
H  -1.094  -1.681  -0.841
H  -0.526  -2.415  0.746
H  -2.995  -2.011  0.039
H  1.333  -0.701  0.810
H  0.300  2.612  0.081
H  0.711  2.585  -1.541

Q: Among the records above, which one has the highest electronic energy?
A: C3H8N2O2

Q: The highest F_max belongs to which entry?
A: C12H21Cl9F9KO17P2PtS3